(1)
The following is a quantum chemistry calculation of 2 unconnected molecules or ions with the total composition C4H9N2O at a distorted geometry, from the OMol25 dataset.

Cartesian coordinates (Å):
C -2.73 -0.37 0.49
C 0.33 -0.43 -0.79
C 2.33 0.21 0.36
C 1.19 0.58 -0.39
N -3.71 -0.40 -0.19
N -1.63 -0.27 1.10
O -4.58 0.45 -0.61
H 0.51 -1.38 -0.61
H -0.47 -0.21 -1.55
H -4.88 0.04 -1.41
H 2.03 -0.80 0.86
H 2.74 0.97 0.98
H 3.13 -0.22 -0.27
H 0.92 1.56 -0.75
H -1.48 -0.26 2.08
H -0.66 -0.29 0.30

DFT total energy in Eh: -342.120297
LUMO energy in hartree: -0.14662
M in g/mol: 101.1
HOMO-LUMO gap in eV: 10.054
ΔE to the lowest compared entry with this formula, charge and spin in kcal/mol: 148.7
Charge: +1

(2)
The following is a quantum chemistry calculation of a gas-phase ion, C4H9N2O (charge +1) at a distorted geometry, from the OMol25 dataset.

Cartesian coordinates (Å):
C -1.53 -0.76 -1.07
C -1.16 0.72 1.05
C 1.56 -0.95 -0.01
C 0.72 0.05 -0.89
N -0.14 1.38 1.56
N -0.64 -0.12 -0.45
O -2.29 0.42 1.27
H -1.36 -1.11 -2.07
H -2.32 -0.83 -0.37
H 0.95 -1.26 0.97
H 1.79 -1.76 -0.58
H 2.43 -0.33 0.16
H 0.72 -0.11 -2.05
H 1.02 1.18 -0.75
H 0.65 1.38 1.01
H -0.40 2.11 2.23

DFT total energy in Eh: -342.054601
Spin multiplicity: 3
LUMO energy (spin up / spin down) in hartree: -0.12712 / -0.35757
M in g/mol: 101.1
HOMO-LUMO gap (spin up / spin down) in eV: 7.351 / 6.202
<S²>: 2.0233
ΔE to the lowest compared entry with this formula, charge and spin in kcal/mol: 67.7
Charge: +1

(3)
The following is a quantum chemistry calculation of a gas-phase ion, C4H9N2O (charge +1) at a distorted geometry, from the OMol25 dataset.

Cartesian coordinates (Å):
C 1.25 -0.57 -0.05
C -1.15 -0.58 0.31
C 2.54 0.18 0.05
C -2.42 0.20 -0.27
N 0.08 0.20 -0.08
N 1.27 -1.82 -0.16
O -1.03 -1.80 0.12
H -1.44 -0.25 1.35
H 3.26 -0.27 -0.60
H 2.89 0.17 1.04
H 2.36 1.32 -0.30
H -3.44 -0.09 0.07
H -2.50 0.03 -1.43
H -2.42 1.24 -0.17
H 0.18 1.17 -0.23
H 0.44 -2.30 -0.51

DFT total energy in Eh: -342.121603
Spin multiplicity: 3
LUMO energy (spin up / spin down) in hartree: -0.12448 / -0.29480
M in g/mol: 101.1
HOMO-LUMO gap (spin up / spin down) in eV: 11.735 / 7.545
<S²>: 2.0156
ΔE to the lowest compared entry with this formula, charge and spin in kcal/mol: 25.7
Charge: +1

(4)
The following is a quantum chemistry calculation of 2 unconnected molecules or ions with the total composition C4H9N2O2 at a distorted geometry, from the OMol25 dataset.

Cartesian coordinates (Å):
C 0.17 -1.06 -1.11
N 0.93 -2.22 -0.93
C -0.34 -0.20 0.22
C 0.91 0.23 0.90
N -1.10 0.86 -0.28
C -1.86 1.64 0.75
O -2.88 2.19 0.35
O -1.34 1.60 1.88
H -0.75 -1.21 -1.71
H 0.66 -0.28 -1.72
H 1.92 -1.97 -1.06
H 2.57 -0.39 -0.24
H -0.88 -0.87 0.90
H 0.91 -0.02 1.96
H 1.03 1.31 0.77
H 1.84 -0.23 0.29
H -1.80 0.61 -0.98

DFT total energy in Eh: -417.654374
LUMO energy in hartree: 0.05822
M in g/mol: 117.1
HOMO-LUMO gap in eV: 5.802
ΔE to the lowest compared entry with this formula, charge and spin in kcal/mol: 143.2
Charge: -1

(5)
The following is a quantum chemistry calculation of 2 unconnected molecules or ions with the total composition C4H9N2O2 at a distorted geometry, from the OMol25 dataset.

Cartesian coordinates (Å):
O -1.69 -0.48 -0.83
C -0.74 0.34 -0.67
N -0.79 1.48 -0.02
C -1.50 -0.82 2.23
O -1.56 -1.16 3.39
C 0.63 0.08 -1.27
C 1.37 -0.85 -0.16
N 1.43 1.24 -1.50
H -1.68 1.52 0.51
H -2.33 -1.12 1.47
H -0.63 -0.12 1.84
H 0.57 -0.46 -2.20
H 0.68 -1.64 0.01
H 2.22 -1.35 -0.74
H 1.74 -0.45 0.75
H 0.93 1.80 -2.12
H 1.35 1.98 -0.68

DFT total energy in Eh: -417.799299
LUMO energy in hartree: 0.14440
M in g/mol: 117.1
HOMO-LUMO gap in eV: 7.787
ΔE to the lowest compared entry with this formula, charge and spin in kcal/mol: 52.3
Charge: -1

(6)
The following is a quantum chemistry calculation of a gas-phase ion, C4H9N2O2 (charge +1) at a distorted geometry, from the OMol25 dataset.

Cartesian coordinates (Å):
C 1.61 -0.21 0.06
C 0.96 -1.64 0.04
C 0.49 0.77 0.20
C -0.82 -0.24 -0.41
N 0.65 2.01 -0.37
N -2.03 -0.16 0.41
O 2.77 0.07 0.12
O -0.35 -1.54 -0.48
H 1.50 -2.37 -0.67
H 1.07 -2.19 0.99
H 0.39 0.73 1.25
H -1.12 0.13 -1.47
H 0.22 2.98 -0.22
H 1.39 2.04 -1.12
H -2.21 -1.17 0.46
H -2.74 0.49 -0.04
H -1.77 0.28 1.24

DFT total energy in Eh: -417.332901
Spin multiplicity: 3
LUMO energy (spin up / spin down) in hartree: -0.13561 / -0.24099
M in g/mol: 117.1
HOMO-LUMO gap (spin up / spin down) in eV: 6.251 / 6.859
<S²>: 2.0067
ΔE to the lowest compared entry with this formula, charge and spin in kcal/mol: 38.9
Charge: +1

(7)
The following is a quantum chemistry calculation of 2 unconnected molecules or ions with the total composition C4H9N2O2 at a distorted geometry, from the OMol25 dataset.

Cartesian coordinates (Å):
C -2.67 0.08 -0.29
C 1.48 -0.61 -0.29
C 3.64 0.11 0.06
C -0.41 0.95 0.14
N -3.68 -0.72 0.00
N -1.61 0.25 0.47
O 1.34 -1.66 -0.75
O 2.26 0.21 0.24
H -2.78 0.69 -1.12
H 3.85 -0.87 -0.20
H 4.20 0.28 1.07
H 3.99 0.76 -0.76
H -0.37 1.24 -0.90
H 0.16 1.64 0.78
H -4.39 -0.76 -0.62
H -3.59 -1.39 0.84
H -1.43 -0.20 1.32

DFT total energy in Eh: -417.369718
Spin multiplicity: 3
LUMO energy (spin up / spin down) in hartree: -0.12926 / -0.18883
M in g/mol: 117.1
HOMO-LUMO gap (spin up / spin down) in eV: 6.197 / 10.056
<S²>: 2.0162
ΔE to the lowest compared entry with this formula, charge and spin in kcal/mol: 15.8
Charge: +1

(8)
The following is a quantum chemistry calculation of a molecular structure, C4H9N2O8S2V at a distorted geometry, from the OMol25 dataset.

Cartesian coordinates (Å):
C 0.55 2.79 -1.30
C -0.81 2.10 -1.43
O -1.88 2.90 -0.97
C -0.87 0.70 -0.79
S -0.80 0.72 0.98
O -1.57 1.78 1.53
O 0.64 0.77 1.39
N -1.36 -0.67 1.59
S -1.14 -2.15 0.90
O -1.05 -3.05 2.00
O -2.20 -2.33 -0.04
C 0.45 -2.25 0.02
O 0.87 -3.56 0.20
N 2.40 -3.67 -0.05
O 2.98 -3.80 0.94
H 1.19 2.34 -0.54
H 0.42 3.83 -1.05
H 1.09 2.72 -2.24
H -0.97 1.88 -2.48
H -2.39 3.23 -1.71
H -1.72 0.12 -1.12
H 0.03 0.18 -1.12
H 1.18 -1.52 0.39
H 0.23 -2.06 -1.03
O 2.83 -1.11 3.10
V 1.89 0.11 2.82

DFT total energy in Eh: -2609.027947
Spin multiplicity: 2
LUMO energy (spin up / spin down) in hartree: -0.32692 / -0.32212
M in g/mol: 328.2
HOMO-LUMO gap (spin up / spin down) in eV: 4.438 / 4.342
<S²>: 0.7914
Charge: +1

(9)
The following is a quantum chemistry calculation of C4H9N2OP3 in the gas phase at a distorted geometry, from the OMol25 dataset.

Cartesian coordinates (Å):
C 0.42 -0.49 1.09
C 0.45 0.53 -1.04
C -0.40 0.78 1.18
C 0.21 1.64 0.02
N 0.49 -0.83 -0.34
N -1.78 0.49 1.08
O 1.28 2.32 0.73
P -1.97 -2.09 -2.19
P -2.57 -0.45 0.16
P -0.34 -2.16 -0.99
H 1.42 -0.37 1.54
H 0.00 -1.22 1.84
H -0.29 0.52 -1.83
H 1.44 0.63 -1.68
H -0.26 1.16 2.10
H -0.39 2.54 -0.35
H 1.84 2.82 0.21
H -0.42 -3.12 -0.05
H 0.88 -2.70 -1.48

DFT total energy in Eh: -1366.426599
Spin multiplicity: 3
LUMO energy (spin up / spin down) in hartree: -0.00502 / -0.06487
M in g/mol: 194.1
HOMO-LUMO gap (spin up / spin down) in eV: 6.027 / 6.121
<S²>: 2.0074
ΔE to the lowest compared entry with this formula, charge and spin in kcal/mol: 8.4

(10)
The following is a quantum chemistry calculation of 3 unconnected molecules or ions with the total composition C4H9N2OS at a distorted geometry, from the OMol25 dataset.

Cartesian coordinates (Å):
C -0.72 -0.22 -0.06
C 0.04 -0.65 1.16
C -1.19 0.26 1.33
S -4.25 0.28 1.03
N 1.31 -0.01 1.28
C 2.18 -0.33 0.32
N 3.45 0.34 0.50
O 2.00 -1.00 -0.72
H -0.17 0.47 -0.68
H -2.69 1.30 -5.18
H -1.47 -0.80 -0.57
H 0.04 -1.49 1.87
H -2.16 -0.20 1.57
H -1.10 1.29 1.66
H -2.85 0.62 -4.95
H 4.04 -0.25 -0.08
H 3.54 0.38 1.51

DFT total energy in Eh: -740.588967
LUMO energy in hartree: 0.00055
M in g/mol: 133.2
HOMO-LUMO gap in eV: 3.903
ΔE to the lowest compared entry with this formula, charge and spin in kcal/mol: 147.5
Charge: -1

(11)
The following is a quantum chemistry calculation of a gas-phase ion, C4H9N2OS (charge -1) at a distorted geometry, from the OMol25 dataset.

Cartesian coordinates (Å):
N -1.48 2.08 -1.60
C -0.51 1.15 -1.01
C -1.21 0.36 0.12
O -2.43 0.38 0.18
N -0.46 -0.35 0.98
C 1.02 -0.44 0.92
C 1.46 -1.88 0.76
S 3.26 -1.87 0.35
H -2.41 1.90 -1.25
H -1.53 1.99 -2.60
H -0.10 0.41 -1.71
H 0.25 1.83 -0.63
H -0.95 -0.83 1.71
H 1.36 0.18 0.11
H 1.48 -0.02 1.82
H 0.86 -2.50 0.10
H 1.37 -2.39 1.74

DFT total energy in Eh: -740.800147
LUMO energy in hartree: 0.13157
M in g/mol: 133.2
HOMO-LUMO gap in eV: 6.221
ΔE to the lowest compared entry with this formula, charge and spin in kcal/mol: 15.0
Charge: -1

(12)
The following is a quantum chemistry calculation of a gas-phase ion, C4H9N2OS (charge +1) at a distorted geometry, from the OMol25 dataset.

Cartesian coordinates (Å):
C -1.13 -2.06 -0.22
C -0.83 -0.66 -0.25
N 0.01 -0.11 0.61
C 0.34 1.22 0.27
C 1.85 1.49 0.42
S -0.38 2.43 1.57
O -0.16 1.46 -0.86
N -1.03 0.17 -1.27
H -1.03 -2.63 0.66
H -0.31 -2.52 -0.93
H -2.14 -2.29 -0.71
H 0.29 -0.64 1.43
H 1.99 1.14 1.48
H 1.93 2.56 0.52
H 2.51 1.00 -0.22
H -0.01 3.65 1.09
H -1.64 0.33 -2.09

DFT total energy in Eh: -740.384816
LUMO energy in hartree: -0.16297
M in g/mol: 133.2
HOMO-LUMO gap in eV: 8.552
ΔE to the lowest compared entry with this formula, charge and spin in kcal/mol: 99.2
Charge: +1